[1]
{"formula": "C11H14BN7SSn", "method": "ωB97M-V/def2-TZVPD", "e_homo_ev": [-14.84, -14.84], "homo_lumo_gap_ha": [0.1392, 0.1391], "e_above_lowest_kcal_mol": 70.14, "charge": 2, "energy_ha": -1447.49731, "species": ["H", "N", "B", "N", "C", "Sn", "H", "C", "H", "C", "H", "C", "H", "H", "H", "N", "N", "N", "N", "C", "C", "H", "H", "C", "C", "C", "C", "H", "H", "H", "H", "H", "S", "C", "N"], "xyz": [[1.19414, 2.87780, 1.38217], [0.83775, 1.44898, -0.16873], [0.33695, 0.19804, -2.36860], [0.73489, 1.46833, -1.52579], [0.90215, 2.74289, -1.90668], [1.06046, -0.40381, 0.77756], [0.88187, 2.97884, -2.95153], [1.12220, 3.52858, -0.77258], [1.29191, 4.58504, -0.74415], [1.09660, 2.68176, 0.32005], [0.24098, 0.42833, -3.52695], [-1.28000, -0.39625, 3.48644], [-0.13699, -0.11896, 3.80940], [-1.42846, -1.49881, 3.04115], [-1.74835, 0.44436, 2.76098], [-1.06888, -0.23793, -1.83876], [1.33954, -0.95950, -2.07414], [-1.19060, -0.58251, -0.52263], [1.49857, -1.49963, -0.83002], [-2.26450, -0.27683, -2.46397], [2.15681, -1.64393, -2.88135], [-2.27312, -0.03169, -3.52280], [2.19254, -1.40420, -3.92691], [-3.21900, -0.66946, -1.51972], [2.83359, -2.61286, -2.13429], [-2.49330, -0.85854, -0.32023], [2.39740, -2.51088, -0.83159], [-4.28240, -0.82320, -1.67092], [3.53796, -3.33701, -2.49163], [-2.80682, -1.10528, 0.69240], [2.66654, -3.04941, 0.06690], [-1.82268, -0.49294, 4.86814], [0.36141, 0.97726, 7.29273], [-0.83726, 0.30673, 6.52540], [-1.83190, -0.15329, 5.97064]], "atomic_forces_ev_per_a": [[0.1, -0.1, -0.3], [0.3, -0.9, 0.2], [-1.2, -0.2, 0.6], [0.4, 1.0, 0.4], [0.1, -0.4, 0.5], [-2.3, 0.4, 1.7], [-0.1, 0.3, -0.2], [0.1, 0.4, -0.1], [0.0, 0.2, -0.1], [-0.4, -0.3, -1.4], [0.4, 0.1, -0.1], [3.0, 0.5, -2.7], [-3.0, -0.9, -0.6], [0.0, 2.3, 1.7], [0.5, -1.8, 2.4], [0.7, -0.1, 0.5], [1.0, -0.9, 0.2], [-0.1, 0.1, 0.0], [0.0, 0.0, -0.3], [0.3, -0.3, 0.8], [-0.1, -0.1, 0.4], [-0.4, -0.1, 0.3], [0.1, -0.1, -0.2], [0.3, -0.1, 0.1], [0.3, -0.5, -0.4], [0.6, 0.6, -0.6], [-0.3, 1.0, -1.4], [0.3, 0.1, 0.0], [0.1, -0.1, -0.2], [-0.2, -0.1, -0.5], [-0.1, 0.1, -0.1], [-0.2, 0.2, 0.8], [-1.3, -0.8, -0.6], [1.1, 0.7, -0.1], [0.0, -0.3, -0.8]], "lowdin_charge": [0.13, -0.21, -0.45, 0.00, 0.00, 1.31, 0.14, -0.01, 0.12, -0.10, 0.13, 0.09, 0.06, 0.11, 0.11, -0.05, 0.01, -0.05, -0.24, -0.03, 0.01, 0.14, 0.15, -0.02, 0.00, -0.12, -0.09, 0.11, 0.12, 0.10, 0.13, 0.03, 0.99, -0.74, 0.15]}

***

[2]
{"formula": "C11H14BeFN8", "method": "ωB97M-V/def2-TZVPD", "e_homo_ev": -12.83, "homo_lumo_gap_ha": 0.3472, "e_above_lowest_kcal_mol": 0.00, "charge": 1, "energy_ha": -980.29647, "species": ["Be", "N", "C", "N", "C", "N", "N", "C", "N", "C", "C", "C", "C", "C", "N", "H", "H", "H", "H", "H", "H", "H", "H", "C", "N", "C", "C", "N", "H", "H", "H", "H", "H", "H", "F"], "xyz": [[0.03890, 0.10294, -0.02595], [1.20326, 1.48982, 2.45813], [0.36196, 0.48982, 2.72925], [0.06361, 0.18404, 3.98474], [-0.75251, -0.85882, 4.14765], [-1.13248, -1.16933, 5.38407], [-1.22462, -1.65912, 3.14867], [-0.88641, -1.25351, 1.95874], [-0.16262, -0.16833, 1.67059], [-1.24905, -2.01547, 0.73638], [-1.96332, -3.19334, 0.72978], [-2.17330, -3.81565, -0.49460], [-1.66460, -3.23975, -1.64716], [-0.96367, -2.04740, -1.54998], [-0.76347, -1.45080, -0.37957], [1.68642, 1.92084, 3.22779], [1.59997, 1.53874, 1.52840], [-0.78555, -0.63232, 6.15920], [-1.71300, -1.97423, 5.53794], [-2.32827, -3.60136, 1.66092], [-2.72429, -4.74478, -0.54620], [-1.80183, -3.70350, -2.61297], [-0.54391, -1.55770, -2.41876], [-3.50718, 3.73695, -0.80871], [-2.19837, 3.37837, -1.35867], [-1.46643, 4.37844, -2.14300], [-1.58456, 2.31159, -0.94336], [-1.04257, 1.36124, -0.57324], [-4.14470, 4.08155, -1.62099], [-3.40556, 4.52874, -0.06555], [-3.96093, 2.86314, -0.34919], [-2.09838, 4.70841, -2.96560], [-0.56158, 3.93215, -2.54616], [-1.20378, 5.23332, -1.51906], [1.39916, 0.41244, -0.43181]], "atomic_forces_ev_per_a": [[0.0, 0.0, 0.0], [0.0, 0.0, 0.0], [0.0, 0.0, 0.0], [0.0, 0.0, 0.0], [0.0, 0.0, 0.0], [0.0, 0.0, 0.0], [0.0, 0.0, 0.0], [0.0, 0.0, 0.1], [0.0, 0.0, 0.0], [0.0, 0.0, 0.0], [0.0, 0.0, 0.0], [0.0, 0.0, 0.0], [0.0, 0.0, 0.0], [0.0, 0.0, 0.0], [0.0, 0.0, 0.0], [0.0, 0.0, 0.0], [0.0, 0.0, 0.0], [0.0, 0.0, 0.0], [0.0, 0.0, 0.0], [0.0, 0.0, 0.0], [0.0, 0.0, 0.0], [0.0, 0.0, 0.0], [0.0, 0.0, 0.0], [0.0, 0.0, 0.0], [0.0, 0.0, -0.1], [0.0, 0.0, 0.0], [0.0, 0.0, 0.2], [0.0, 0.0, -0.1], [0.0, 0.0, 0.0], [0.0, 0.0, 0.0], [0.0, 0.0, 0.0], [0.0, 0.0, 0.0], [0.0, 0.0, 0.0], [0.0, 0.0, 0.0], [0.0, 0.0, 0.0]], "lowdin_charge": [0.02, 0.21, -0.39, 0.19, -0.41, 0.19, 0.20, -0.24, 0.14, -0.15, 0.03, -0.01, -0.02, -0.05, 0.09, 0.12, 0.10, 0.12, 0.12, 0.12, 0.12, 0.12, 0.13, -0.01, -0.18, 0.00, -0.16, 0.27, 0.10, 0.10, 0.10, 0.10, 0.10, 0.10, -0.27]}

***

[3]
{"formula": "C11H14Br27NO3P", "method": "ωB97M-V/def2-TZVPD", "e_homo_ev": -5.29, "homo_lumo_gap_ha": 0.2336, "charge": -1, "energy_ha": -70547.76038, "species": ["N", "C", "P", "O", "C", "O", "O", "H", "H", "H", "H", "H", "C", "Br", "Br", "Br", "H", "C", "Br", "Br", "Br", "H", "C", "Br", "Br", "Br", "H", "C", "Br", "Br", "Br", "H", "C", "Br", "Br", "Br", "H", "C", "Br", "Br", "Br", "H", "C", "Br", "Br", "Br", "H", "C", "Br", "Br", "Br", "H", "C", "Br", "Br", "Br", "H"], "xyz": [[5.04449, -5.09577, 1.69005], [4.74807, -3.85917, 0.96792], [3.04800, -3.26252, 1.20451], [2.54993, -2.22990, 0.25573], [5.67399, -2.71068, 1.51324], [6.82270, -3.04466, 1.79805], [5.08197, -1.61272, 1.63653], [4.53222, -5.87594, 1.29970], [4.81982, -5.00316, 2.66990], [4.89179, -4.01191, -0.09406], [3.04022, -2.86475, 2.55011], [2.18045, -4.37340, 1.09457], [3.53653, 1.15899, 0.64126], [4.56619, 2.06061, -0.70250], [3.75382, 1.98912, 2.36749], [1.67712, 1.09529, 0.15711], [3.90092, 0.13318, 0.70131], [-1.62041, -3.33924, -0.96504], [-0.58875, -1.74475, -0.88230], [-0.42420, -4.80357, -1.34871], [-2.63277, -3.67489, 0.64575], [-2.33709, -3.25402, -1.76789], [0.10187, 4.38136, 1.30426], [1.05651, 5.38320, -0.01987], [0.32592, 5.12835, 3.06019], [-1.75914, 4.19088, 0.85221], [0.52682, 3.38638, 1.31606], [-3.66662, 7.32693, -0.25864], [-2.70465, 8.30233, -1.60815], [-3.41547, 8.08991, 1.48203], [-5.53257, 7.16961, -0.69869], [-3.25299, 6.32915, -0.23319], [2.77481, -7.49232, -2.24014], [2.90671, -5.74180, -1.45929], [4.00554, -8.71642, -1.41365], [0.97516, -8.18036, -2.20191], [3.06064, -7.41192, -3.27694], [2.22416, 6.82098, 6.62455], [3.13811, 7.82069, 5.26646], [2.51361, 7.56454, 8.37370], [0.35124, 6.65623, 6.23157], [2.63945, 5.82529, 6.62601], [-3.87040, -6.96062, -2.34479], [-2.89502, -8.55109, -1.88707], [-3.42413, -6.33294, -4.10494], [-5.76459, -7.23507, -2.17302], [-3.59036, -6.19518, -1.63555], [-2.37962, 4.94875, -3.56685], [-3.63034, 3.77154, -2.70200], [-0.61088, 4.21228, -3.57829], [-2.97479, 5.42751, -5.33189], [-2.34315, 5.86000, -2.98962], [-7.40157, 1.73613, -2.69236], [-7.05113, 3.34625, -1.70704], [-6.08959, 0.38861, -2.31020], [-9.19022, 1.09633, -2.39551], [-7.31832, 1.97836, -3.74019]], "atomic_forces_ev_per_a": [[-0.3, -0.1, -0.5], [0.0, -0.4, 0.9], [0.3, 1.1, -0.6], [-0.3, 0.1, -0.3], [0.1, -0.2, 0.0], [0.1, 0.2, 0.0], [-0.2, 0.4, 0.0], [-0.1, -0.1, 0.1], [0.1, 0.0, 0.2], [0.2, 0.1, -0.3], [-0.2, -0.4, 0.2], [0.2, -0.3, 0.5], [0.1, -0.3, 0.1], [0.1, 0.1, -0.1], [0.0, 0.0, -0.1], [-0.2, 0.0, -0.1], [0.0, -0.1, 0.2], [0.2, -0.1, 0.0], [0.0, 0.3, 0.1], [-0.4, -0.2, 0.0], [0.0, 0.0, 0.0], [0.0, -0.1, -0.1], [0.2, 0.0, 0.1], [0.0, 0.1, -0.1], [0.0, 0.0, 0.0], [-0.1, -0.1, -0.1], [0.0, 0.0, 0.0], [0.0, 0.0, 0.0], [0.0, 0.0, 0.0], [0.0, 0.0, 0.0], [0.0, 0.0, 0.0], [0.0, 0.0, 0.0], [0.1, 0.0, 0.1], [0.0, -0.2, -0.1], [0.0, -0.1, 0.0], [0.0, 0.1, 0.0], [0.0, 0.0, -0.1], [0.0, 0.0, 0.0], [0.0, 0.0, 0.0], [0.0, 0.0, 0.0], [-0.1, 0.0, 0.1], [0.0, -0.1, 0.0], [0.0, 0.0, 0.0], [0.0, 0.0, 0.0], [0.1, 0.0, 0.0], [-0.1, 0.0, 0.0], [0.1, 0.0, 0.0], [0.1, -0.1, 0.1], [0.0, 0.1, 0.0], [0.1, 0.0, 0.0], [0.0, 0.0, 0.0], [0.0, 0.1, 0.0], [0.0, 0.0, 0.0], [-0.1, 0.1, 0.1], [0.0, 0.0, 0.0], [0.0, 0.0, 0.0], [0.0, 0.0, -0.1]], "lowdin_charge": [0.02, -0.47, 0.66, -0.52, -0.75, -0.02, -0.10, 0.03, 0.06, 0.08, 0.02, -0.03, -1.60, 0.57, 0.56, 0.58, -0.06, -1.64, 0.61, 0.52, 0.56, -0.03, -1.63, 0.57, 0.54, 0.59, -0.10, -1.66, 0.60, 0.58, 0.56, -0.11, -1.62, 0.62, 0.57, 0.54, -0.03, -1.65, 0.58, 0.56, 0.55, -0.03, -1.65, 0.56, 0.56, 0.57, -0.06, -1.65, 0.53, 0.59, 0.57, -0.10, -1.65, 0.54, 0.58, 0.57, -0.03]}